# 1
The following is a DFT calculation (ωB97M-V with the def2-TZVPD basis set) of a single C5H12N2O2 molecule.

Last column: Löwdin charge in e.
Geometry (Å):
H: -2.6177 -0.4888 -1.3852  0.072
N: -1.7196 -0.5029 -0.9049  0.149
C: -0.7366 -0.0464 -1.5600  -0.463
O: -0.7843 0.5036 -2.7869  0.097
C: 0.6211 -0.0050 -0.9432  -0.231
C: 1.1076 -1.4035 -0.5794  -0.052
C: 0.5402 0.9435 0.3450  -0.409
O: 0.2675 2.2331 -0.1493  -0.018
N: -0.4449 0.5798 1.3077  -0.071
C: 0.0097 -0.1864 2.4532  -0.121
H: -1.6900 0.5362 -3.1290  0.120
H: 1.3023 0.4834 -1.6417  0.143
H: 0.3343 -1.9441 -0.0394  0.072
H: 2.0053 -1.3519 0.0375  0.081
H: 1.3437 -1.9612 -1.4862  0.082
H: 1.5427 0.9347 0.8071  0.147
H: -0.2203 2.7036 0.5390  0.096
H: -1.2218 0.0919 0.8013  0.085
H: 0.3617 -1.1961 2.2129  0.066
H: -0.8235 -0.2720 3.1503  0.076
H: 0.8226 0.3487 2.9514  0.080

Computed properties:
Total charge: 0
Kohn-Sham gap (eV): 9.41
SMILES: [H]/N=C(\O)[C@H](C)[C@@H](O)NC
E (Ha): -457.699054

# 2
The following is a DFT calculation (ωB97M-V with the def2-TZVPD basis set) of 3 unconnected molecules or ions with the total composition C25H33BrN2O6PS.

Last column: Löwdin charge in e.
Geometry (Å):
C: 3.4536 -0.5668 2.5195  -0.105
C: 3.1783 0.7838 1.8495  -0.264
C: 3.7976 0.8756 0.4433  -0.195
C: 2.9586 1.5688 -0.6450  -0.209
C: 2.1274 2.7719 -0.2088  -0.208
C: 1.0281 3.1234 -1.2214  -0.201
C: -0.1401 3.8765 -0.5823  -0.195
C: -1.0532 2.9747 0.2425  -0.203
C: -1.9734 2.1133 -0.6230  -0.161
C: -2.5539 0.9589 0.1967  -0.130
N: -2.8628 -0.2205 -0.6204  -0.025
C: -1.9590 -1.1435 -1.1281  -0.243
P: -0.1409 -1.1467 -1.0548  0.190
O: 0.2748 -0.2929 0.2181  -0.167
O: 0.2421 -2.6224 -0.6562  -0.143
S: 0.5438 -0.5682 -2.7386  0.473
C: -2.6800 -2.0714 -1.7829  -0.024
N: -3.9953 -1.6941 -1.7037  0.113
C: -4.0813 -0.5721 -1.0034  -0.716
Br: -5.6487 0.3150 -0.6642  0.977
H: 2.8497 -0.6666 3.4184  0.042
H: 3.1471 -1.3765 1.8535  0.069
H: 4.5047 -0.6784 2.7744  0.082
H: 3.6169 1.5639 2.4733  0.110
H: 2.0959 0.9215 1.8248  0.074
H: 3.9694 -0.1493 0.1056  0.103
H: 4.7874 1.3269 0.5137  0.111
H: 2.3438 0.8213 -1.1534  0.037
H: 3.6544 1.9342 -1.4049  0.119
H: 1.6392 2.5977 0.7524  0.083
H: 2.7787 3.6375 -0.0749  0.126
H: 0.6501 2.1774 -1.6313  0.058
H: 1.4288 3.7015 -2.0522  0.122
H: -0.7448 4.3417 -1.3649  0.118
H: 0.2531 4.6713 0.0533  0.120
H: -0.4434 2.3400 0.8978  0.097
H: -1.6618 3.5935 0.9037  0.126
H: -2.8023 2.7485 -0.9402  0.125
H: -1.4722 1.7570 -1.5256  0.107
H: -1.8606 0.6512 0.9749  0.124
H: -3.4833 1.2625 0.6688  0.096
H: 0.2445 0.6609 0.0358  0.042
H: -0.0449 -2.9157 0.2213  0.109
H: -2.3390 -2.9480 -2.3045  0.147
H: -4.7673 -2.2000 -2.1112  0.179
C: -1.3812 -1.2321 -5.7275  -0.006
C: -1.4618 -2.5503 -5.8818  0.014
C: -1.9277 -3.1539 -7.1574  -0.387
O: -2.0083 -4.3549 -7.2861  0.114
C: -2.2941 -2.2256 -8.2576  0.026
C: -2.2132 -0.9060 -8.1057  0.024
C: -1.7524 -0.3048 -6.8285  -0.384
O: -1.6853 0.8954 -6.6782  0.110
H: -1.0438 -0.7783 -4.8023  0.024
H: -1.1875 -3.2471 -5.0981  0.115
H: -2.6284 -2.6872 -9.1779  0.126
H: -2.4772 -0.2114 -8.8928  0.125
C: 2.0359 -0.3964 7.2814  0.021
C: 1.1536 -0.2367 8.2640  0.023
C: 0.1458 -1.2841 8.5726  -0.386
O: -0.6627 -1.1390 9.4612  0.116
C: 0.1652 -2.5187 7.7442  0.021
C: 1.0476 -2.6765 6.7618  0.017
C: 2.0514 -1.6272 6.4518  -0.382
O: 2.8536 -1.7698 5.5534  0.092
H: 2.7794 0.3519 7.0378  0.123
H: 1.1229 0.6513 8.8822  0.124
H: -0.5747 -3.2693 7.9914  0.123
H: 1.0828 -3.5671 6.1470  0.120

Computed properties:
Total charge: +1
Kohn-Sham gap (eV): 8.54
E (Ha): -4846.713188

# 3
The following is a DFT calculation (ωB97M-V with the def2-TZVPD basis set) of 2 unconnected molecules or ions with the total composition C37H20BF21N2.

Last column: Löwdin charge in e.
Geometry (Å):
F: -4.2418 4.4989 1.8103  0.133
C: -3.2517 3.8002 1.2408  -0.104
C: -3.2798 3.4772 -0.1295  -0.110
F: -4.3237 3.8927 -0.8754  0.110
C: -2.1798 2.8576 -0.7317  -0.118
F: -2.3050 2.4484 -2.0144  0.112
C: -0.9334 2.6827 -0.0536  0.034
B: 0.4322 2.3323 -0.7804  -0.217
C: 0.5150 2.4783 -2.3839  0.026
C: 0.6464 1.4430 -3.2938  -0.123
F: 0.6410 0.1346 -2.8962  0.075
C: 0.7259 1.5312 -4.6820  -0.104
F: 0.6850 0.4100 -5.4596  0.102
C: 0.7213 2.7915 -5.2536  -0.125
F: 0.7111 2.9119 -6.5793  0.133
C: 0.6338 3.9124 -4.4003  -0.114
F: 0.5808 5.1371 -4.9455  0.116
C: 0.5202 3.7432 -3.0166  -0.119
F: 0.3104 4.8894 -2.3006  0.101
C: 1.6760 3.1891 -0.2711  0.008
C: 2.9942 2.7367 -0.4258  -0.109
F: 3.2554 1.4450 -0.8582  0.061
C: 4.1354 3.5052 -0.1674  -0.110
F: 5.3853 3.0240 -0.4035  0.103
C: 3.9760 4.8139 0.2684  -0.113
F: 5.0407 5.6190 0.3870  0.126
C: 2.6786 5.3064 0.5032  -0.114
F: 2.5045 6.5620 0.9358  0.124
C: 1.5713 4.5085 0.2272  -0.150
F: 0.3831 5.1088 0.4670  0.109
C: -1.0137 2.9702 1.3220  -0.135
F: 0.1162 3.0078 2.1145  0.057
C: -2.1313 3.4443 1.9962  -0.102
F: -2.0941 3.6904 3.3380  0.104
C: -0.4919 -2.7282 5.9001  -0.052
N: -0.3641 -1.3520 5.4376  -0.145
C: -0.8600 -0.2994 6.2910  -0.056
C: -2.3087 -0.0368 5.9990  -0.542
F: -2.8606 0.9039 6.8003  0.135
F: -2.4131 0.4042 4.6990  0.114
F: -3.0419 -1.1899 6.1001  0.119
C: 0.0291 -1.1313 4.1554  -0.215
C: 0.4112 0.1635 3.6916  0.000
C: 0.7373 0.3281 2.3745  -0.044
C: 0.5702 -0.6924 1.4356  -0.175
C: 0.9194 -0.3427 -0.0044  -0.041
C: 0.4606 -1.4009 -0.9666  -0.262
C: 1.4005 -1.9874 -1.8299  -0.037
C: 1.0531 -3.0463 -2.6451  0.003
C: -0.2975 -3.4971 -2.6742  -0.217
N: -0.6641 -4.5413 -3.4755  -0.144
C: -2.0321 -4.6331 -3.9391  -0.053
C: 0.2837 -5.5063 -4.0090  -0.054
C: 0.2173 -6.7539 -3.1843  -0.566
F: 1.0666 -7.7071 -3.5813  0.149
F: 0.5220 -6.4209 -1.8848  0.115
F: -1.0609 -7.2485 -3.1961  0.114
C: -1.2622 -2.8430 -1.8627  -0.009
C: -0.8806 -1.8053 -1.0264  -0.041
C: 0.1248 -1.9628 1.8768  -0.023
C: -0.0736 -2.1983 3.2063  -0.014
H: 0.3782 -3.2865 5.4920  0.101
H: -0.4847 -2.7351 6.9894  0.091
H: -1.3920 -3.2135 5.5024  0.092
H: -0.7705 -0.6789 7.3255  0.146
H: -0.2965 0.6255 6.1349  0.129
H: 0.5041 0.9995 4.4112  0.118
H: 1.1229 1.2581 2.0418  0.094
H: 2.0228 -0.0885 -0.0862  0.134
H: 0.5943 0.8006 -0.3527  0.121
H: 2.4151 -1.6239 -1.8245  0.120
H: 1.8137 -3.5112 -3.2810  0.104
H: -2.4838 -3.6220 -3.9070  0.096
H: -2.0381 -4.9714 -4.9704  0.088
H: -2.6170 -5.3175 -3.3135  0.093
H: -0.0691 -5.7450 -5.0384  0.148
H: 1.3298 -5.1295 -4.0279  0.132
H: -2.3251 -3.1629 -1.8974  0.114
H: -1.6267 -1.3782 -0.3513  0.130
H: -0.0226 -2.8102 1.1880  0.125
H: -0.3244 -3.1886 3.5890  0.096

Computed properties:
Total charge: 0
Kohn-Sham gap (eV): 6.63
SMILES: Fc1c(F)c(F)c(B(c2c(F)c(F)c(F)c(F)c2F)c2c(F)c(F)c(F)c(F)c2F)c(F)c1F.CN(CC(F)(F)F)c1ccc(Cc2ccc(N(C)CC(F)(F)F)cc2)cc1
E (Ha): -3653.389824

# 4
The following is a DFT calculation (ωB97M-V with the def2-TZVPD basis set) of 10 unconnected molecules or ions with the total composition CH21O10.

Last column: Löwdin charge in e.
Geometry (Å):
C: -28.0633 9.2758 26.0226  -0.293
O: -28.3306 9.6770 24.7375  -0.419
H: -27.8952 8.1833 26.0906  0.066
H: -27.1657 9.7125 26.5327  0.057
H: -28.8621 9.6451 26.6972  0.044
O: -27.0472 4.9687 26.2206  -0.065
H: -26.3702 4.4566 25.7689  0.026
H: -26.9928 5.8472 25.8245  0.020
O: -29.5987 8.7681 29.2089  -0.079
H: -29.8528 8.6140 28.2857  -0.010
H: -29.5958 9.7261 29.2887  0.026
O: -29.6724 12.2272 24.8007  -0.089
H: -30.4527 12.1870 25.3602  0.014
H: -29.3195 11.3081 24.8078  -0.012
O: -28.3527 7.4366 23.0837  -0.086
H: -28.2128 8.1085 23.7789  -0.025
H: -29.2462 7.1164 23.2399  0.026
O: -31.3617 8.7220 26.6849  -0.057
H: -32.2347 8.9653 26.3646  0.041
H: -30.7630 9.0104 25.9767  0.013
O: -30.7911 9.4857 23.5460  -0.098
H: -30.8325 9.8916 22.6749  0.033
H: -29.8402 9.5801 23.8084  -0.023
O: -25.6144 12.0277 28.7299  -0.062
H: -26.0929 11.1919 28.6791  0.027
H: -25.3146 12.0885 29.6417  0.026
O: -25.5984 11.7307 24.3930  -0.067
H: -25.0019 11.7485 25.1472  0.021
H: -26.1085 10.9123 24.5001  0.013
O: -28.0533 10.1809 21.8755  -0.074
H: -27.4979 10.9666 21.8970  0.028
H: -28.0620 9.8724 22.7975  -0.023

Computed properties:
Total charge: -1
Kohn-Sham gap (eV): 8.11
E (Ha): -803.139132